1.
The following is a DFT calculation (ωB97M-V/def2-TZVPD) of a structure of composition C2H6Si2.

XYZ file:
```
10
Properties=species:S:1:pos:R:3:lowdin_charge:R:1
C 0.67 -1.01 0.45 -0.672
C -0.92 1.47 0.25 -0.267
Si 1.81 0.37 -0.16 0.634
Si -0.94 -0.24 -0.17 0.608
H 0.98 -1.97 0.00 0.015
H 0.57 -1.33 1.45 -0.024
H -0.53 1.63 1.20 -0.065
H -1.81 2.06 -0.05 -0.016
H 1.59 0.08 -1.64 -0.164
H -1.42 -1.08 -1.32 -0.049
```

LUMO energy: -0.0965 eV
HOMO-LUMO gap: 8.00 eV
Total charge: 0
Energy above the lowest of the compared OMol25 structures with the same formula, charge and spin: 17.09 kcal per mole

2.
The following is a DFT calculation (ωB97M-V/def2-TZVPD) of an isolated molecule of C24H25N3O9S.

XYZ file:
```
62
Properties=species:S:1:pos:R:3:lowdin_charge:R:1
C -6.70 -1.23 -0.18 -0.098
O -5.47 -1.64 -0.72 -0.202
C -4.92 -2.76 -0.07 -0.198
C -3.61 -3.14 -0.76 -0.082
N -2.49 -2.31 -0.39 -0.004
C -1.38 -2.81 0.21 -0.370
O -1.25 -3.95 0.61 0.108
C -0.34 -1.69 0.23 -0.240
O 0.77 -1.78 0.70 0.127
C -0.97 -0.57 -0.45 -0.032
C -0.38 0.58 -0.85 -0.190
O -1.08 1.45 -1.61 0.122
C 1.03 0.89 -0.54 -0.144
C 1.49 0.87 0.77 0.003
C 2.82 1.10 1.04 -0.037
C 3.69 1.35 -0.01 -0.252
S 5.45 1.51 0.34 0.665
O 6.04 2.28 -0.72 -0.277
O 5.59 1.95 1.69 -0.273
N 6.08 -0.01 0.25 -0.234
C 6.31 -0.60 -1.05 -0.153
C 5.20 -1.59 -1.40 -0.181
O 5.05 -2.55 -0.39 -0.120
C 4.70 -1.95 0.84 -0.171
C 5.78 -0.96 1.29 -0.150
C 3.24 1.43 -1.31 -0.053
C 1.91 1.21 -1.58 0.004
C -2.41 -0.91 -0.74 -0.165
C -3.29 -0.04 0.13 -0.157
C -3.31 -0.23 1.51 -0.006
C -4.08 0.58 2.33 -0.045
C -4.85 1.59 1.78 0.003
C -4.81 1.78 0.41 -0.146
N -5.61 2.84 -0.18 -0.360
O -6.34 3.46 0.56 0.083
O -5.49 3.04 -1.37 0.084
C -4.04 0.98 -0.42 0.052
H -7.44 -2.03 -0.25 0.092
H -6.59 -0.93 0.87 0.091
H -7.03 -0.38 -0.77 0.093
H -5.62 -3.61 -0.14 0.129
H -4.75 -2.55 1.00 0.128
H -3.77 -3.08 -1.84 0.141
H -3.33 -4.16 -0.48 0.132
H -0.53 2.22 -1.84 0.131
H 0.80 0.66 1.57 0.131
H 3.20 1.09 2.05 0.122
H 6.37 0.21 -1.77 0.116
H 7.27 -1.13 -1.02 0.135
H 5.45 -2.15 -2.31 0.130
H 4.25 -1.06 -1.55 0.115
H 4.60 -2.77 1.56 0.133
H 3.72 -1.45 0.75 0.112
H 5.48 -0.40 2.17 0.117
H 6.70 -1.52 1.51 0.135
H 3.95 1.67 -2.09 0.119
H 1.55 1.24 -2.60 0.127
H -2.67 -0.76 -1.79 0.171
H -2.71 -1.02 1.95 0.128
H -4.09 0.41 3.40 0.111
H -5.46 2.23 2.39 0.120
H -4.04 1.16 -1.48 0.133
```

LUMO energy: -0.8992 eV
HOMO-LUMO gap: 8.27 eV
Total charge: 0
Energy above the lowest of the compared OMol25 structures with the same formula, charge and spin: 0.00 kcal per mole

3.
The following is a DFT calculation (ωB97M-V/def2-TZVPD) of a structure of composition C9H4F6GaN2O4S4.

XYZ file:
```
30
Properties=species:S:1:pos:R:3:lowdin_charge:R:1
Ga 1.29 0.66 0.01 0.364
S 1.77 2.85 -0.49 0.810
C 0.12 2.66 -1.00 -1.016
N -0.38 1.44 -0.79 -0.046
C -1.68 1.31 -1.22 -0.283
C -2.45 0.16 -1.13 0.004
C -3.74 0.21 -1.62 -0.050
C -4.25 1.38 -2.18 -0.054
C -3.49 2.53 -2.27 -0.059
C -2.19 2.49 -1.78 -0.414
S -0.97 3.75 -1.73 1.149
H -2.03 -0.73 -0.69 0.121
H -4.36 -0.67 -1.56 0.115
H -5.26 1.38 -2.56 0.117
H -3.90 3.42 -2.72 0.119
F -0.70 -2.02 3.03 0.180
C 0.46 -1.77 3.61 -0.670
F 0.30 -0.87 4.55 0.201
F 0.94 -2.88 4.13 0.206
S 1.58 -1.10 2.26 0.721
O 0.71 -0.04 1.65 -0.246
O 2.81 -0.57 2.71 -0.193
N 1.71 -2.30 1.27 -0.249
S 2.32 -2.12 -0.15 0.715
O 1.67 -0.96 -0.83 -0.242
O 2.36 -3.29 -0.91 -0.156
C 4.05 -1.40 0.07 -0.641
F 4.66 -1.89 1.12 0.202
F 3.87 -0.06 0.24 0.086
F 4.79 -1.57 -1.01 0.210
```

LUMO energy: -3.7527 eV
HOMO-LUMO gap: 8.54 eV
Total charge: +1

4.
The following is a DFT calculation (ωB97M-V/def2-TZVPD) of a structure of composition C3H2GaO3.

XYZ file:
```
9
Properties=species:S:1:pos:R:3:lowdin_charge:R:1
H -1.92 -0.21 0.99 0.271
C -1.10 1.06 0.13 0.345
C -1.40 -0.34 -0.11 0.015
O -0.14 -1.02 -0.11 0.235
C 0.79 -0.12 -0.07 -0.414
O 0.23 1.12 0.14 0.199
O 1.98 -0.31 -0.06 0.023
Ga 3.55 0.38 0.10 1.120
H -2.00 -0.56 -1.00 0.206
```

2S+1: 2
LUMO energy (spin up / spin down): -11.3458 / -15.0637 eV
HOMO-LUMO gap (spin up / spin down): 8.46 / 3.29 eV
Total charge: +2
Energy above the lowest of the compared OMol25 structures with the same formula, charge and spin: 81.74 kcal per mole

5.
The following is a DFT calculation (ωB97M-V/def2-TZVPD) of a cluster of 2 separate species, C3H8N2 in total.

XYZ file:
```
13
Properties=species:S:1:pos:R:3:lowdin_charge:R:1
H 2.91 -0.17 -1.62 0.029
N 2.28 0.58 -1.36 0.052
C 2.36 0.76 -0.11 -0.402
N 1.55 1.69 0.54 0.051
H 3.22 0.50 0.51 0.113
H 1.10 2.35 -0.09 0.088
H 1.97 2.04 1.37 0.073
C -1.99 -1.45 -0.10 -0.084
C -3.21 -1.15 0.31 -0.081
H -1.60 -2.44 -0.30 0.042
H -1.23 -0.68 -0.12 0.034
H -3.99 -1.90 0.36 0.043
H -3.37 -0.12 0.61 0.043
```

LUMO energy: 0.9770 eV
HOMO-LUMO gap: 10.54 eV
Total charge: 0
Energy above the lowest of the compared OMol25 structures with the same formula, charge and spin: 52.17 kcal per mole

Number 1: strongest force on any atom 0.063 Eh/bohr, energy -17922.7208 eV. Number 2: strongest force on any atom 0.025 Eh/bohr, energy -59022.9286 eV. Number 3: strongest force on any atom 0.043 Eh/bohr, energy -132583.8016 eV. Number 4: strongest force on any atom 0.127 Eh/bohr, energy -61636.0280 eV. Number 5: strongest force on any atom 0.039 Eh/bohr, energy -6219.5846 eV.